1.
C34H50B2F4IrN6O2S | ωB97M-V/def2-TZVPD

Each line ends with the Löwdin spin population.
Atoms and positions in Å:
Ir 1.0586 0.3186 0.8470  2.679
C 1.2338 -4.7445 2.0049  0.000
C 1.6041 -3.8764 0.7691  0.001
C 2.7759 -2.9420 0.9152  0.010
C 0.3022 -3.1803 0.2660  0.011
C -0.9506 -3.7647 0.1780  0.004
C -1.7881 -2.8237 -0.3474  0.008
C -3.2766 -2.9384 -0.6578  0.001
C -4.1376 -2.2674 0.3807  0.000
C -3.6849 -2.5399 -2.1020  0.000
N -0.9837 -1.7635 -0.7169  0.004
N 0.2853 -2.0166 -0.3687  0.064
B -1.3072 -0.3380 -1.2494  0.002
N -1.7021 0.5336 -0.0285  0.007
N -1.2054 0.0509 1.2393  0.049
C -1.9742 0.6379 2.1933  0.021
C -2.9141 1.4410 1.5692  0.006
C -2.7199 1.3958 0.1899  0.018
C -3.2991 2.1634 -0.9302  0.002
C -4.3577 1.4201 -1.7860  0.001
C -2.1021 2.8882 -1.6559  0.001
C -1.9099 0.4610 3.6629  0.002
C -0.5368 1.1244 4.1278  0.010
C -2.0956 -0.9795 4.0994  0.001
N -0.0625 0.1539 -1.9585  0.013
N 0.9905 0.6093 -1.2283  0.132
C 1.9905 0.9235 -2.0781  0.029
C 1.5266 0.6638 -3.3744  0.008
C 0.2406 0.2028 -3.2575  0.023
C -0.6381 -0.3608 -4.3742  0.003
C -0.7127 -1.8584 -4.1919  0.001
C -2.0031 0.3633 -4.5098  0.001
C 3.3292 1.2778 -1.6315  0.003
C 3.8213 2.6308 -2.1483  0.001
C 4.3746 0.1842 -2.0589  0.001
H 2.1708 -5.2432 2.2483  0.000
H 0.4209 -5.4264 1.8751  0.000
H 0.9246 -4.1226 2.8622  0.000
H 1.8124 -4.5247 -0.0983  0.001
H 2.4716 -2.0519 1.4445  0.010
H 3.3511 -2.6930 -0.0078  0.000
H 3.5364 -3.4073 1.6103  0.001
H -1.2446 -4.7118 0.4666  0.000
H -3.4154 -4.0032 -0.5648  0.000
H -3.9748 -1.2387 0.3545  0.000
H -3.9422 -2.5811 1.4062  0.000
H -5.2096 -2.4135 0.1693  0.000
H -3.5657 -1.4749 -2.1426  0.000
H -4.7744 -2.6277 -2.2213  0.000
H -3.1184 -3.1030 -2.8852  0.000
H -2.2048 -0.2829 -2.0087  0.000
H -3.7294 2.0136 2.0086  0.000
H -3.8018 3.0529 -0.4568  0.000
H -4.8825 0.5662 -1.1360  0.000
H -4.0550 0.7676 -2.5834  0.000
H -5.0787 2.0115 -2.2580  0.000
H -1.5021 2.1798 -2.2816  0.000
H -1.3587 3.3986 -1.0297  0.000
H -2.5051 3.6378 -2.3610  0.000
H -2.6940 0.9988 4.1214  0.000
H 0.2033 0.7630 3.4407  0.009
H -0.2732 1.0214 5.1962  0.000
H -0.6382 2.1835 3.8535  0.000
H -1.2732 -1.5798 3.7550  0.000
H -2.9422 -1.4732 3.5343  0.000
H -2.2364 -1.0133 5.1588  0.000
H 2.1680 0.7489 -4.2156  0.001
H -0.0231 -0.1073 -5.3007  0.000
H -1.1764 -2.0533 -3.1856  0.000
H 0.2587 -2.3892 -4.1908  0.000
H -1.2689 -2.3583 -4.9407  0.000
H -2.6745 0.0489 -3.7376  0.000
H -2.5629 0.0512 -5.4208  0.000
H -1.8857 1.3952 -4.5495  0.000
H 3.3240 1.3087 -0.5353  0.003
H 3.9144 2.6331 -3.2288  0.000
H 4.8034 2.8745 -1.7401  0.000
H 3.1112 3.3172 -1.8356  0.000
H 4.5194 0.1980 -3.1624  0.000
H 4.0032 -0.8279 -1.7739  0.000
H 5.3455 0.3608 -1.5535  0.000
O 0.9067 3.9950 -0.3621  0.039
C 1.1189 3.3138 0.6708  0.020
O 0.3536 2.3923 1.1574  0.193
C 2.3990 3.5749 1.3715  0.034
C 2.7415 4.9297 1.5609  -0.005
C 3.9017 5.2661 2.2287  0.032
C 4.7459 4.2621 2.6854  -0.004
C 4.4404 2.9371 2.4599  0.036
C 3.2342 2.5447 1.8566  0.038
S 2.9681 0.8352 1.9348  0.418
H 2.1470 5.7658 1.1348  -0.001
H 4.2671 6.3198 2.3572  0.002
H 5.7126 4.5887 3.0904  -0.001
H 5.1147 2.2091 2.8177  0.004
F 1.0732 -3.0283 4.9385  0.001
B 1.7054 -1.9959 4.2631  0.004
F 2.8994 -2.4303 3.6493  0.000
F 1.8781 -0.8814 5.1451  0.001
F 0.8946 -1.4718 3.1522  0.041

Output
**Orbital gap (alpha / beta)**: 7.8 / 6.6 eV
**Net charge**: -1
**E_HOMO (alpha / beta)**: -5.3 / -6.0 eV
**2S+1**: 5
**E_tot**: -75009.985 eV
**Energy above the lowest of the compared OMol25 structures with the same formula, charge and spin**: 0.3441 eV

2.
C34H50BO19S3Sn | ωB97M-V/def2-TZVPD

Each line ends with the Löwdin charge.
Atoms and positions in Å:
Sn 3.4955 2.1382 5.4186  0.556
B 1.7612 6.5556 4.8944  -0.471
H 1.2525 5.7430 4.3993  -0.117
H 2.1136 6.2205 5.8576  -0.128
H 2.6100 6.9328 4.3453  -0.126
H 1.0416 7.3472 5.0350  -0.118
C -1.6037 0.3862 -0.1619  0.013
C -1.5392 -0.0068 -1.4793  -0.344
C -0.1417 -0.1854 -2.1886  -0.374
O -0.0532 -0.5014 -3.4839  -0.162
C 0.9810 0.0369 -1.5124  -0.048
C 1.0013 0.5296 -0.1665  -0.376
C -0.3747 0.7132 0.5831  -0.336
O -0.3919 1.1047 1.7632  0.013
O 1.9747 0.9348 0.4692  -0.013
O -2.6160 -0.5397 -2.0272  -0.122
H -2.5192 0.3996 0.4109  0.100
H 1.9449 -0.1339 -1.9686  0.095
C -0.4206 5.0612 11.5026  0.053
C 0.4800 4.3963 12.2578  -0.398
C 0.9877 3.0186 11.6798  -0.279
O 1.8605 2.2199 12.3314  -0.096
C 0.5423 2.5278 10.5101  0.025
C -0.2383 3.3048 9.6392  -0.372
C -0.7413 4.6232 10.1146  -0.291
O -1.3215 5.3808 9.2648  0.031
O -0.4520 2.9034 8.4821  0.069
O 0.8362 5.0029 13.2917  -0.011
H -0.7656 6.0580 11.7346  0.114
H 0.8641 1.5680 10.1337  0.126
C -3.6269 -2.3965 4.9643  -0.260
S -5.3719 -2.0358 4.5208  0.830
O -5.4728 -0.4966 4.2356  -0.599
C -5.4334 -2.8759 2.8069  -0.236
H -3.0098 -2.3333 4.0680  0.056
H -3.6575 -3.2983 5.5757  0.039
H -3.2239 -1.5809 5.5647  0.056
H -4.6801 -2.5277 2.1002  0.056
H -6.4514 -2.8663 2.4176  0.032
H -5.2737 -3.9071 3.1220  0.024
C -10.2552 2.1445 3.0438  -0.294
S -9.4488 2.9147 1.6369  0.815
O -8.0220 3.1405 2.0990  -0.539
C -9.3999 1.3522 0.6982  -0.274
H -10.4644 2.9821 3.7091  0.040
H -9.4178 1.5861 3.4624  0.062
H -11.1897 1.6217 2.8403  0.053
H -8.3539 1.0949 0.5316  0.056
H -9.6714 1.3062 -0.3564  0.044
H -9.7226 0.5143 1.3163  0.039
C 6.2147 5.1204 -0.2891  -0.217
S 7.6014 4.3037 0.7048  0.819
O 6.8145 3.9662 1.9349  -0.586
C 7.7045 2.6774 -0.1446  -0.283
H 6.3112 5.0132 -1.3695  0.036
H 6.2586 6.1749 -0.0169  0.036
H 5.2946 4.8202 0.2124  0.061
H 6.7575 2.1465 -0.0474  0.057
H 8.4699 1.9281 0.0574  0.040
H 7.9057 2.8397 -1.2035  0.027
O 4.4045 6.5363 -6.3069  0.093
C 4.3095 5.3624 -6.0156  -0.462
O 3.7150 4.9380 -4.8505  0.008
C 3.7414 3.5613 -4.7200  -0.182
C 4.9350 3.1370 -5.5200  -0.151
C 5.0591 4.1999 -6.5772  -0.095
H 2.7395 3.3607 -5.0995  0.146
H 3.9267 3.4043 -3.6574  0.140
H 4.6068 2.2421 -6.0487  0.118
H 5.7810 3.0319 -4.8407  0.122
H 4.5136 4.0368 -7.5067  0.132
H 6.0616 4.5895 -6.7544  0.128
O -9.5180 -3.7222 -6.6757  0.063
C -8.2919 -3.5171 -6.8727  -0.417
O -7.5102 -4.2654 -7.7344  0.015
C -6.2287 -3.6657 -7.9955  -0.194
C -6.2423 -2.3985 -7.3116  -0.181
C -7.3729 -2.5293 -6.3217  -0.096
H -5.9515 -3.4167 -9.0198  0.131
H -5.5029 -4.2856 -7.4691  0.133
H -6.6569 -1.7026 -8.0410  0.121
H -5.2642 -2.0566 -6.9733  0.142
H -8.0385 -1.6737 -6.2075  0.136
H -6.9590 -2.7860 -5.3465  0.146
O -1.1252 -6.9694 3.2317  0.076
C -0.7705 -6.7380 2.0745  -0.445
O -1.3611 -5.7099 1.4235  0.012
C -0.8403 -5.4293 0.1670  -0.139
C -0.1634 -6.8118 -0.1764  -0.148
C 0.1040 -7.5295 1.1348  -0.080
H -0.1596 -4.6046 0.3784  0.132
H -1.5036 -5.0188 -0.5944  0.133
H 0.7098 -6.4705 -0.7323  0.106
H -0.7066 -7.4790 -0.8457  0.105
H 1.1519 -7.4059 1.4081  0.125
H -0.1585 -8.5854 1.0701  0.122
O 10.6991 -4.3410 -4.8687  0.072
C 9.4880 -4.3257 -5.1346  -0.432
O 8.9613 -4.8795 -6.2630  0.002
C 7.6349 -4.5554 -6.5082  -0.192
C 7.0497 -4.1141 -5.1793  -0.124
C 8.3071 -3.8269 -4.3342  -0.074
H 7.1874 -5.5078 -6.7922  0.124
H 7.6489 -3.8706 -7.3561  0.129
H 6.5065 -4.9372 -4.7150  0.116
H 6.4322 -3.2202 -5.2668  0.119
H 8.3695 -4.3510 -3.3806  0.130
H 8.5282 -2.7679 -4.2005  0.129

Output
**Orbital gap**: 1.4 eV
**Net charge**: -3
**E_HOMO**: 0.0 eV
**E_tot**: -113964.715 eV

3.
C34H50Cl21NOS | ωB97M-V/def2-TZVPD

Each line ends with the Löwdin charge.
Atoms and positions in Å:
O -2.5950 -1.2964 3.4378  0.045
C -1.7853 -0.5854 2.9457  -0.781
Cl -0.4839 0.1062 3.9361  0.657
C -1.8764 -0.2300 1.4559  -0.164
C -3.2464 0.4049 1.2778  -0.249
C -3.4231 1.7179 1.7051  -0.114
C -4.6600 2.3358 1.6013  -0.141
C -5.7564 1.6572 1.0911  -0.299
C -5.5553 0.3507 0.6482  -0.569
C -4.3269 -0.2868 0.7409  -0.153
S -6.9987 -0.4818 0.0061  0.999
C -8.2171 0.1334 1.1535  -0.450
C -9.2271 -0.6792 1.6481  -0.098
C -10.1321 -0.1428 2.5584  -0.095
C -9.9916 1.1831 2.9496  -0.094
C -8.9854 1.9933 2.4437  -0.024
C -8.0738 1.4666 1.5291  -0.264
N -7.0284 2.2689 1.0012  0.102
H -1.8263 -1.1708 0.9064  0.108
H -1.0592 0.4319 1.1463  0.037
H -2.5599 2.2363 2.1129  0.108
H -4.7010 3.3718 1.9459  0.078
H -4.2089 -1.3072 0.3939  0.121
H -9.2729 -1.7060 1.3023  0.104
H -10.9014 -0.7929 2.9581  0.101
H -10.7164 1.5594 3.6650  0.102
H -8.9367 3.0282 2.7700  0.112
H -7.0448 3.1600 1.4806  0.128
Cl -2.7906 -0.9111 -4.1746  0.570
C -4.5486 -0.6200 -4.1002  -0.647
C -4.8727 0.7120 -3.4792  -0.604
Cl -4.4774 0.7485 -1.7372  0.752
H -5.0018 -1.4388 -3.5458  0.070
H -4.9198 -0.6521 -5.1234  0.073
H -5.9417 0.9061 -3.5643  0.079
H -4.3364 1.5220 -3.9702  0.069
Cl 0.2431 -0.1354 -0.7677  0.615
C 1.6247 -1.2390 -1.0600  -0.675
C 2.0050 -1.9960 0.1845  -0.646
Cl 2.7080 -0.9344 1.4361  0.535
H 2.4511 -0.6504 -1.4388  -0.039
H 1.3255 -1.9412 -1.8388  -0.020
H 2.7605 -2.7417 -0.0597  0.072
H 1.1486 -2.5047 0.6221  0.066
Cl -4.5279 1.9971 4.3177  0.722
C -3.8015 1.2621 5.7663  -0.659
C -3.2031 2.3063 6.6668  -0.633
Cl -1.7636 3.0852 5.9346  0.538
H -3.0582 0.5382 5.4398  0.030
H -4.5879 0.7280 6.2873  0.017
H -2.8738 1.8497 7.5992  0.070
H -3.9222 3.0867 6.9032  0.068
Cl 3.0633 1.6437 -2.0815  0.575
C 4.7592 1.7226 -2.6165  -0.668
C 5.0986 0.6182 -3.5819  -0.629
Cl 5.0932 -0.9867 -2.7993  0.569
H 5.3920 1.6901 -1.7323  0.077
H 4.8965 2.6882 -3.0971  0.001
H 6.1009 0.7722 -3.9797  0.073
H 4.4000 0.5851 -4.4145  0.070
Cl 3.7412 4.8451 -1.6240  0.570
C 5.0586 6.0408 -1.5085  -0.648
C 5.7467 6.2727 -2.8299  -0.650
Cl 6.6858 4.8535 -3.3662  0.558
H 5.7579 5.6965 -0.7502  0.070
H 4.6106 6.9718 -1.1640  0.072
H 6.4512 7.0976 -2.7367  0.072
H 5.0327 6.5166 -3.6127  0.069
Cl 8.8787 -1.1463 -2.3878  0.532
C 8.1170 -2.6278 -1.7588  -0.691
C 9.1347 -3.6469 -1.3152  -0.657
Cl 10.0464 -4.3313 -2.6875  0.546
H 7.4648 -3.0240 -2.5333  0.053
H 7.5000 -2.3319 -0.9114  0.068
H 8.6323 -4.4785 -0.8236  0.073
H 9.8515 -3.2194 -0.6185  0.068
Cl 1.8134 -3.4514 -7.1306  0.540
C 0.2840 -3.0960 -6.2869  -0.662
C 0.5049 -2.3515 -4.9967  -0.644
Cl 1.3043 -3.3611 -3.7629  0.589
H -0.2345 -4.0370 -6.1196  0.069
H -0.3172 -2.4871 -6.9602  0.074
H -0.4512 -2.0461 -4.5815  0.002
H 1.1138 -1.4629 -5.1472  0.075
Cl 12.9163 -7.7983 -7.1096  0.533
C 12.2380 -6.5693 -6.0110  -0.669
C 10.7713 -6.7894 -5.7434  -0.670
Cl 9.7700 -6.4901 -7.1871  0.536
H 12.4197 -5.5905 -6.4479  0.068
H 12.7940 -6.6371 -5.0770  0.072
H 10.4303 -6.0986 -4.9737  0.025
H 10.5756 -7.8038 -5.4044  0.069
Cl -4.1373 -1.3728 7.7095  0.587
C -2.7256 -2.2205 7.0158  -0.638
C -2.7246 -3.6890 7.3494  -0.661
Cl -2.4373 -3.9886 9.0841  0.535
H -1.8265 -1.7277 7.3789  0.074
H -2.7757 -2.0883 5.9347  0.055
H -1.9232 -4.1857 6.8049  0.074
H -3.6674 -4.1587 7.0799  0.069
Cl -0.0020 4.6004 1.6852  0.541
C -0.6626 5.8527 2.7681  -0.663
C -2.1218 5.6311 3.0670  -0.660
Cl -3.1473 5.9061 1.6229  0.543
H -0.4927 6.8225 2.3061  0.066
H -0.0900 5.8078 3.6936  0.071
H -2.4567 6.3339 3.8284  0.074
H -2.3048 4.6214 3.4343  0.024

Output
**Orbital gap**: 8.1 eV
**E_HOMO**: -7.7 eV
**E_tot**: -313415.731 eV

4.
C34H50GeN8O2RbS2SeSi3 | ωB97M-V/def2-TZVPD

Each line ends with the Löwdin spin population.
Atoms and positions in Å:
Rb 0.9884 -0.7091 0.1819  0.000
N 2.8467 1.2622 3.4234  0.037
C 3.4521 0.0663 3.5118  0.047
S 4.1893 -0.4470 4.9275  0.091
N 3.3031 -0.6207 2.3241  0.341
N 4.1074 -1.6285 2.1568  0.193
C 4.4904 -2.0841 0.9964  0.073
C 4.6335 -1.5285 -0.3178  0.031
C 5.3861 -2.3322 -1.2133  0.005
C 5.7271 -1.9294 -2.4727  0.022
C 5.3368 -0.6356 -2.8965  0.013
C 4.6075 0.1776 -2.0847  0.016
C 4.1414 -0.2419 -0.7801  0.022
O 3.3186 0.4623 -0.1497  0.094
H 2.7682 1.8391 4.2390  0.003
H 2.4030 1.5174 2.5548  0.001
H 4.9349 -3.0734 1.0949  0.005
H 5.6909 -3.3158 -0.8678  -0.001
H 6.2847 -2.5814 -3.1327  0.002
H 5.6132 -0.2940 -3.8889  0.000
H 4.2784 1.1578 -2.4083  0.000
C -1.8923 -1.7398 -3.2323  0.000
C -0.4208 -1.4528 -3.0797  0.000
O -0.0075 -0.4696 -2.4716  0.000
N 0.4024 -2.3653 -3.6454  0.000
C 1.8289 -2.3638 -3.3986  0.000
C 2.2357 -3.4588 -2.4439  0.000
C 2.9383 -4.5640 -2.9052  0.000
C 3.2940 -5.5590 -2.0129  0.000
C 2.9392 -5.4104 -0.6840  0.000
C 2.2285 -4.2791 -0.3129  0.001
N 1.8721 -3.3200 -1.1661  0.000
H -2.4542 -0.8256 -3.0600  0.000
H -2.1708 -2.4860 -2.4834  0.000
H -2.1220 -2.1616 -4.2108  0.000
H -0.0070 -3.2250 -4.0049  0.000
H 2.0937 -1.3913 -2.9840  0.000
H 2.3672 -2.4861 -4.3406  0.000
H 3.1853 -4.6398 -3.9557  0.000
H 3.8318 -6.4361 -2.3517  0.000
H 3.1911 -6.1565 0.0584  0.000
H 1.9289 -4.1268 0.7167  0.001
Se -0.7755 -5.5998 -4.3181  0.000
C -1.2198 -5.2524 -2.5960  0.000
N -1.5161 -5.0173 -1.4965  0.000
S -2.1439 -4.1759 2.6214  0.000
C -0.8814 -3.7750 1.4909  0.000
N 0.1730 -3.2321 1.9934  0.000
C 0.0550 -3.1010 3.3714  0.000
C 1.0232 -2.5515 4.2098  0.000
C 0.7546 -2.4500 5.5587  0.001
C -0.4651 -2.8957 6.0830  0.000
C -1.4302 -3.4559 5.2667  0.000
C -1.1578 -3.5580 3.9054  0.000
H -1.0211 -4.0071 0.4366  0.000
H 1.9626 -2.2087 3.7965  0.001
H 1.5003 -2.0107 6.2090  0.001
H -0.6585 -2.7977 7.1444  0.000
H -2.3732 -3.7983 5.6741  0.000
C 0.9281 3.5826 -1.6978  0.000
Si -0.9644 3.5927 -1.7490  0.000
C -1.4063 5.4388 -1.9205  0.000
C -1.4558 2.8098 -3.4028  0.000
Ge -1.8648 2.3362 0.0728  0.000
Si -1.9303 4.0837 1.6935  0.000
C -3.1433 5.5402 1.5021  0.000
C -0.2251 4.8976 1.8957  0.000
C -2.3272 3.3944 3.4227  0.000
Si -4.1611 2.4024 -0.5765  0.000
C -4.5792 0.9726 -1.7512  0.000
C -5.2966 2.1159 0.9294  0.000
C -4.8973 3.9305 -1.4387  0.000
H 1.3456 4.0614 -2.5908  0.000
H 1.3237 2.5656 -1.6378  0.000
H 1.2902 4.1309 -0.8228  0.000
H -0.9380 5.8571 -2.8194  0.000
H -1.0470 6.0075 -1.0580  0.000
H -2.4858 5.5909 -1.9942  0.000
H -0.9452 3.3031 -4.2376  0.000
H -2.5338 2.8892 -3.5731  0.000
H -1.1833 1.7510 -3.4048  0.000
H -3.0160 6.0334 0.5354  0.000
H -2.9949 6.2847 2.2931  0.000
H -4.1777 5.1884 1.5625  0.000
H -0.0111 5.5749 1.0644  0.000
H 0.5632 4.1403 1.9146  0.000
H -0.1717 5.4749 2.8254  0.000
H -3.3078 2.9097 3.4486  0.000
H -2.3267 4.1923 4.1741  0.000
H -1.5798 2.6509 3.7136  0.000
H -4.2967 0.0166 -1.3026  0.000
H -4.0295 1.0702 -2.6914  0.000
H -5.6488 0.9420 -1.9864  0.000
H -5.1419 1.1070 1.3261  0.000
H -6.3543 2.2056 0.6580  0.000
H -5.0897 2.8291 1.7319  0.000
H -4.3992 4.1161 -2.3942  0.000
H -4.7863 4.8270 -0.8242  0.000
H -5.9645 3.7780 -1.6386  0.000
N -2.1619 -0.4445 2.8279  0.000
C -1.0570 -0.1591 2.5724  0.000
H -3.1411 -0.2478 2.7688  0.000

Output
**Orbital gap (alpha / beta)**: 5.5 / 4.9 eV
**Net charge**: -2
**E_HOMO (alpha / beta)**: -1.9 / -1.9 eV
**2S+1**: 2
**E_tot**: -219911.145 eV
**Energy above the lowest of the compared OMol25 structures with the same formula, charge and spin**: 0.0000 eV